# C35H25F5N5O2PdS2Si

C35H25F5N5O2PdS2Si as an isolated structure (ωB97M-V with the def2-TZVPD basis set, the Open Molecules 2025 dataset).

Last column: Löwdin charge in e.
Atoms and positions in Å:
1 Pd 0.651 -0.482 -0.743  0.6747
2 N -2.539 -0.997 7.197  0.0779
3 C -1.693 -0.920 6.080  -0.3283
4 C -1.912 0.037 5.091  -0.0291
5 C -1.051 0.141 4.013  -0.0406
6 C 0.035 -0.714 3.910  -0.2919
7 C 0.259 -1.674 4.885  -0.0667
8 C -0.595 -1.770 5.970  -0.0392
9 S 1.131 -0.595 2.533  0.5802
10 O 2.217 -1.499 2.786  -0.2998
11 O 1.376 0.805 2.319  -0.3156
12 N 0.245 -1.057 1.236  -0.1986
13 C -0.227 -2.338 1.133  -0.4602
14 N -0.258 -3.187 2.171  0.1414
15 C -0.770 -4.384 1.958  -0.1383
16 C -1.265 -4.798 0.729  -0.0794
17 C -1.164 -3.865 -0.287  -0.1572
18 N -0.652 -2.658 -0.113  0.0778
19 H -3.473 -0.656 7.032  0.0779
20 H -2.554 -1.903 7.639  0.0770
21 H -2.763 0.706 5.162  0.1011
22 H -1.232 0.889 3.251  0.0923
23 H 1.100 -2.343 4.776  0.1083
24 H -0.416 -2.517 6.736  0.1040
25 H -0.788 -5.054 2.813  0.1048
26 H -1.676 -5.784 0.571  0.0856
27 H -1.504 -4.098 -1.293  0.0994
28 S 0.393 -0.950 -5.275  1.0653
29 C 0.264 -1.236 -3.593  -0.4415
30 N 0.865 -0.392 -2.825  -0.0783
31 C 1.483 0.616 -3.569  -0.2993
32 C 2.188 1.687 -3.024  -0.0146
33 C 2.714 2.612 -3.896  -0.0581
34 C 2.541 2.477 -5.285  -0.0878
35 C 1.847 1.419 -5.826  -0.0911
36 C 1.311 0.477 -4.942  -0.4649
37 H -0.287 -2.075 -3.190  0.0836
38 H 2.302 1.769 -1.951  0.0786
39 H 3.266 3.456 -3.505  0.1084
40 H 2.968 3.222 -5.945  0.0992
41 H 1.715 1.323 -6.895  0.1036
42 C -2.408 2.244 -4.890  -0.1116
43 C -2.795 1.135 -4.144  -0.1065
44 C -2.260 0.930 -2.881  -0.1225
45 C -1.344 1.824 -2.319  -0.3249
46 C -0.983 2.935 -3.082  -0.1231
47 C -1.499 3.145 -4.357  -0.0994
48 Si -0.541 1.488 -0.635  0.6436
49 C -1.913 1.529 0.645  -0.3299
50 C -2.783 0.447 0.809  -0.1165
51 C -3.809 0.483 1.741  -0.0950
52 C -3.977 1.604 2.545  -0.1243
53 C -3.112 2.681 2.416  -0.1066
54 C -2.090 2.637 1.473  -0.1178
55 H -2.814 2.401 -5.882  0.0922
56 H -3.504 0.426 -4.554  0.0951
57 H -2.541 0.042 -2.322  0.0940
58 H -0.269 3.646 -2.681  0.0908
59 H -1.185 4.008 -4.932  0.0958
60 H 0.256 2.719 -0.393  -0.0060
61 H -2.626 -0.449 0.216  0.0839
62 H -4.465 -0.372 1.855  0.0979
63 H -4.773 1.630 3.281  0.0939
64 H -3.226 3.551 3.051  0.0967
65 H -1.413 3.481 1.389  0.0947
66 F 2.913 -2.818 -0.993  0.0052
67 C 3.668 -1.702 -0.693  -0.2590
68 C 3.057 -0.487 -0.559  -0.0316
69 C 3.923 0.531 -0.271  -0.2561
70 F 3.463 1.824 -0.153  0.0107
71 C 5.291 0.390 -0.106  -0.1558
72 F 6.094 1.437 0.174  0.0807
73 C 5.846 -0.870 -0.244  -0.1514
74 F 7.172 -1.048 -0.093  0.0841
75 C 5.023 -1.942 -0.549  -0.1594
76 F 5.572 -3.167 -0.692  0.0774

Computed properties:
E_HOMO   -3.97 eV
Total charge   -1
E   -3486.1645 hartree
Frontier orbital gap   6.124 eV